Entry 1:
ORCA calculation (ωB97M-V/def2-TZVPD) on a structure of composition C14H6F11N3O8S3Zr in a non-equilibrium geometry.

Last column: Löwdin charge in e.
Cartesian coordinates (Å):
Zr (0.205, -0.702, 0.400)  1.6382
O (2.616, 0.111, -4.946)  0.1413
C (1.911, 1.187, -4.686)  -0.5003
O (1.744, 2.069, -5.489)  0.1108
C (1.263, 1.299, -3.333)  -0.0163
C (0.479, 2.383, -2.969)  0.0314
N (0.015, 2.151, -1.735)  0.0569
N (0.441, 0.979, -1.256)  -0.0919
C (1.209, 0.438, -2.210)  -0.1385
C (1.868, -0.890, -1.927)  -0.5180
O (2.546, -1.431, -2.788)  0.1150
O (1.650, -1.349, -0.752)  -0.1959
H (2.687, -0.548, -4.200)  0.0792
H (0.256, 3.265, -3.534)  0.1442
H (-0.580, 2.752, -1.175)  0.1779
F (-4.263, 0.704, -0.034)  0.1757
C (-3.330, -0.090, -0.531)  -0.6021
F (-3.665, -0.423, -1.766)  0.1692
F (-2.182, 0.654, -0.603)  0.0518
S (-2.960, -1.584, 0.592)  0.6745
O (-1.694, -1.126, 1.158)  -0.4519
O (-4.064, -1.732, 1.451)  -0.1864
N (-2.732, -2.775, -0.403)  -0.2450
S (-1.251, -2.727, -0.937)  0.6479
O (-0.983, -1.423, -1.508)  -0.3425
O (-0.272, -3.096, 0.036)  -0.2893
C (-1.217, -3.993, -2.322)  -0.6567
F (-1.796, -5.119, -1.943)  0.1775
F (0.050, -4.238, -2.616)  0.1822
F (-1.835, -3.525, -3.394)  0.1797
F (-0.461, 3.047, 5.894)  0.1241
C (0.147, 2.615, 4.787)  -0.1317
C (-0.597, 2.130, 3.711)  -0.1437
F (-1.934, 2.114, 3.750)  0.1216
C (0.082, 1.664, 2.601)  -0.1851
F (-0.645, 1.204, 1.477)  -0.0863
C (1.480, 1.656, 2.465)  -0.5614
S (2.211, 1.037, 1.045)  0.7237
C (2.192, 2.194, 3.563)  -0.2228
F (3.522, 2.234, 3.506)  0.0993
C (1.545, 2.650, 4.698)  -0.1320
F (2.247, 3.109, 5.734)  0.1301
C (0.938, -1.584, 2.298)  -0.2737
H (0.810, -2.673, 2.234)  0.0045
H (0.344, -1.233, 3.156)  0.0146
H (1.999, -1.387, 2.500)  0.0002

Force components x, y, z for each atom (eV/Å):
Zr 1.90 1.87 1.77
O 0.36 -0.45 -0.14
C -0.33 0.26 0.34
O 0.05 -0.05 0.04
C -0.09 -0.09 0.19
C 0.43 -0.48 -0.20
N -0.07 -0.18 0.25
N 0.22 -0.41 -0.78
C -0.10 0.55 -0.16
C 0.51 0.68 -1.82
O -0.26 0.08 0.50
O 0.83 -0.76 -0.31
H -0.26 0.42 -0.02
H -0.08 0.20 -0.04
H 0.21 -0.26 -0.10
F 0.02 -0.42 0.26
C 0.36 0.77 -0.26
F 0.00 -0.29 0.27
F -0.68 -0.15 0.05
S -1.57 0.73 -1.08
O -0.79 -0.16 1.23
O -0.14 -0.22 0.23
N 0.08 -0.34 0.08
S -1.44 -1.70 -1.11
O 0.49 0.47 -0.74
O 0.80 -0.48 0.47
C -0.01 -0.48 -0.36
F -0.05 0.24 0.31
F -0.06 0.34 0.23
F -0.02 0.28 0.27
F 0.03 -0.06 -0.19
C 0.27 -0.08 -0.30
C -0.03 -0.04 -0.03
F 0.20 0.01 0.06
C 0.85 0.16 -0.22
F 0.14 0.39 1.01
C -0.74 0.48 0.96
S 0.15 -0.36 -0.19
C -0.47 -0.37 -0.57
F -0.11 0.04 0.12
C -0.38 -0.05 0.04
F -0.12 -0.04 -0.17
C 0.19 -0.12 0.22
H -0.09 0.12 0.05
H 0.11 -0.04 -0.11
H -0.31 -0.01 -0.05

The calculation puts the frontier orbital gap at 7.84 eV. The calculation puts the energy above the lowest of the compared OMol25 structures with the same formula, charge and spin at 35.5 kcal per mole. The total energy comes out at -3643.4923 Eh. The HOMO energy is -8.3 eV. The value obtained for the molecular weight is 740.62 g mol⁻¹.

Entry 2:
ORCA calculation (ωB97M-V/def2-TZVPD) on a structure of composition C10H21AsCrN6S4Se.

Last column: Löwdin spin population.
Cartesian coordinates (Å):
Cr (1.591, -0.398, -1.006)  3.1035
S (2.790, 1.618, -0.432)  -0.0411
As (4.040, 0.386, -1.741)  0.0270
S (3.728, -1.444, -0.576)  -0.0563
S (2.504, 0.051, -3.266)  -0.0632
S (5.953, 0.980, -2.286)  0.0260
Se (0.324, -1.351, 0.983)  -0.0214
C (1.104, -0.811, 2.630)  0.0034
C (2.376, -0.252, 2.727)  0.0022
C (2.850, 0.121, 3.979)  0.0000
N (2.172, -0.018, 5.127)  0.0015
C (0.953, -0.556, 5.016)  -0.0001
C (0.383, -0.955, 3.816)  0.0000
H (2.984, -0.105, 1.845)  0.0007
H (3.839, 0.562, 4.059)  0.0000
H (0.394, -0.672, 5.942)  0.0000
H (-0.616, -1.375, 3.801)  -0.0008
C (-2.446, -1.127, -2.188)  0.0006
N (-2.608, 0.269, -1.784)  0.0019
C (-4.002, 0.647, -1.591)  0.0001
C (-1.476, 0.850, -1.218)  0.0059
N (-0.302, 0.456, -1.638)  0.0016
N (-1.557, 1.780, -0.219)  0.0046
C (-0.287, 2.223, 0.365)  0.0042
C (-2.622, 2.771, -0.086)  0.0005
H (-3.406, -1.632, -2.084)  0.0002
H (-1.739, -1.623, -1.530)  0.0000
H (-2.124, -1.238, -3.229)  0.0002
H (-4.586, 0.133, -2.353)  0.0001
H (-4.174, 1.701, -1.742)  0.0000
H (-4.395, 0.352, -0.611)  0.0001
H (-0.416, -0.106, -2.471)  0.0024
H (0.358, 1.380, 0.560)  0.0027
H (-0.514, 2.694, 1.320)  0.0003
H (0.238, 2.926, -0.287)  0.0002
H (-3.532, 2.384, 0.366)  0.0001
H (-2.862, 3.259, -1.029)  0.0001
H (-2.240, 3.546, 0.572)  0.0000
N (1.360, -3.567, -1.295)  0.0000
N (1.006, -2.302, -1.931)  -0.0116
H (0.992, -3.457, -0.351)  0.0005
H (2.363, -3.461, -1.154)  0.0005
H (0.047, -2.416, -2.230)  0.0013
H (1.557, -2.225, -2.781)  0.0020

Force components x, y, z for each atom (eV/Å):
Cr -0.38 -0.14 -0.24
S 0.02 -0.01 0.02
As 0.55 0.25 -0.09
S -0.07 -0.05 -0.04
S -0.03 0.00 0.04
S -0.06 -0.02 -0.01
Se -0.09 0.09 0.23
C 0.06 0.07 0.10
C -0.06 -0.02 0.12
C -0.13 -0.02 0.14
N -0.07 -0.08 -0.33
C 0.14 0.06 -0.06
C 0.01 -0.02 0.05
H 0.03 0.00 0.00
H -0.05 -0.02 0.02
H 0.03 0.01 -0.04
H 0.04 0.01 0.02
C -0.15 0.07 -0.04
N 0.02 0.06 0.06
C 0.15 -0.07 0.10
C -0.07 0.13 0.02
N 0.04 -0.23 0.05
N -0.05 -0.04 0.09
C -0.19 0.15 -0.10
C 0.11 -0.12 -0.02
H 0.05 0.00 -0.02
H 0.05 -0.09 0.09
H 0.03 0.03 -0.01
H 0.00 -0.01 0.00
H 0.06 0.21 0.02
H 0.05 0.02 0.01
H -0.03 0.04 -0.11
H -0.01 -0.08 0.03
H 0.01 0.02 0.02
H 0.00 -0.04 0.00
H -0.03 -0.12 -0.02
H -0.03 0.01 -0.14
H -0.05 0.01 0.03
N -0.08 0.12 -0.11
N 0.04 -0.03 0.26
H 0.00 -0.07 0.12
H 0.13 -0.11 -0.02
H -0.17 0.03 -0.10
H 0.18 -0.02 -0.14

The calculation puts the frontier orbital gap (alpha / beta) at 6.73 / 6.72 eV. The calculation puts the energy above the lowest of the compared OMol25 structures with the same formula, charge and spin at 8.1 kcal per mole. The total energy comes out at -7996.7687 Eh. The expectation value of S² is 3.843. The HOMO energy (alpha / beta) is -4.6 / -4.6 eV. The value obtained for the molecular weight is 559.47 g mol⁻¹. Its multiplicity is 4. As for the net charge: -1.

Entry 3:
ORCA calculation (ωB97M-V/def2-TZVPD) on a cluster of 2 separate species, C4H10O in total in a non-equilibrium geometry.

Last column: Löwdin charge in e.
Cartesian coordinates (Å):
C (-0.231, 0.814, -0.339)  0.0170
C (0.859, 0.118, -0.088)  -0.4408
C (2.057, 0.195, -1.032)  -0.0863
C (1.102, -0.854, 1.031)  -0.0801
H (-1.152, 0.737, 0.250)  0.0542
H (-0.270, 1.385, -1.274)  0.0639
H (2.189, -0.698, -1.666)  0.0829
H (2.945, 0.303, -0.386)  0.0791
H (1.986, 1.082, -1.683)  0.0730
H (1.693, -0.564, 1.916)  0.0860
H (1.566, -1.746, 0.576)  0.0819
H (0.083, -1.116, 1.359)  0.0744
O (-4.638, -0.007, 0.565)  -0.0896
H (-3.871, -0.566, 0.307)  0.0405
H (-4.317, 0.917, 0.464)  0.0440

Force components x, y, z for each atom (eV/Å):
C -0.87 -0.02 -0.39
C 1.84 -0.15 -0.52
C -0.03 0.70 0.26
C -1.44 -0.58 -0.03
H 0.45 0.13 -0.06
H -0.12 -0.01 0.51
H -0.16 0.21 0.38
H -0.05 -0.06 -0.47
H 0.10 -0.40 0.18
H -0.12 0.32 -0.64
H -0.14 0.19 0.39
H 0.52 -0.32 0.39
O 1.13 0.38 -0.36
H -0.80 0.63 0.26
H -0.31 -1.01 0.09

The calculation puts the frontier orbital gap at 10.35 eV. The calculation puts the energy above the lowest of the compared OMol25 structures with the same formula, charge and spin at 22.9 kcal per mole. The total energy comes out at -233.6085 Eh. The HOMO energy is -9.6 eV. The value obtained for the molecular weight is 74.12 g mol⁻¹. As for the structure (SMILES): C=C(C)C.O.

Entry 4:
ORCA calculation (ωB97M-V/def2-TZVPD) on a cluster of 2 separate species, C4H8N2O4 in total in a non-equilibrium geometry.

Last column: Löwdin charge in e.
Cartesian coordinates (Å):
C (-1.514, -0.631, 0.048)  -0.5913
C (-2.748, -1.604, 0.099)  0.0335
C (0.790, 1.749, 0.667)  -0.0890
C (1.164, 1.222, -0.695)  -0.2583
N (1.411, -0.150, -0.820)  0.2065
N (2.245, -1.000, -0.223)  -0.4523
O (-1.535, 0.174, 1.046)  -0.0107
O (3.389, -0.553, -0.135)  0.1077
O (1.877, -2.132, -0.005)  0.1233
O (-0.775, -0.810, -0.943)  0.1080
H (-2.242, -2.544, -0.202)  0.0968
H (-3.547, -1.351, -0.691)  0.1119
H (-3.190, -1.336, 1.013)  0.0555
H (1.520, 1.422, 1.462)  0.0926
H (0.754, 2.924, 0.666)  0.1172
H (-0.177, 1.378, 1.090)  0.0485
H (0.420, 1.426, -1.406)  0.1034
H (2.160, 1.814, -0.970)  0.1967

Force components x, y, z for each atom (eV/Å):
C -2.14 2.20 3.16
C 0.31 0.58 -3.48
C 0.42 1.94 2.04
C 2.24 1.52 1.80
N -2.31 -0.56 -2.17
N 0.77 -0.67 0.73
O 0.91 -2.09 -2.68
O -0.67 -0.11 0.12
O 0.10 0.80 0.12
O 2.41 0.20 0.09
H -1.10 0.01 1.01
H 1.52 -0.29 0.83
H -0.38 -0.89 1.42
H -0.33 0.51 -0.91
H 0.20 -2.23 -0.10
H 0.39 0.14 -0.98
H -0.71 0.41 -1.18
H -1.63 -1.46 0.18

The calculation puts the frontier orbital gap (alpha / beta) at 5.79 / 5.90 eV. The calculation puts the energy above the lowest of the compared OMol25 structures with the same formula, charge and spin at 231.0 kcal per mole. The total energy comes out at -567.3665 Eh. The HOMO energy (alpha / beta) is -9.7 / -9.8 eV. The value obtained for the molecular weight is 148.12 g mol⁻¹.